Record 1
The following is a DFT calculation (ωB97M-V/def2-TZVPD) of a cluster of 7 separate species, C38H92N2O17 in total in a non-equilibrium geometry.

SMILES string: COC[C@H](C)N.COC[C@H](C)N.COCCOCCOC.COCCOCCOC.COCCOCCOC.COCCOCCOC.COCCOCCOC
energy relative to the best compared isomer or geometry (same formula, charge and spin): 88.9 kJ/mol
LUMO level: 0.619 eV
Kohn-Sham gap: 9.56 eV
electronic energy: -78675.54278 eV
net charge: 0

XYZ file:
```
149
C38H92N2O17 | the Open Molecules 2025 dataset | ωB97M-V/def2-TZVPD
C -1.245 2.210 2.015
O -0.204 1.482 1.456
C -0.627 0.475 0.557
C 0.602 -0.180 -0.033
C 1.158 0.586 -1.238
N 0.336 -1.573 -0.406
H -0.879 2.735 2.893
H -2.062 1.555 2.354
H -1.739 2.880 1.301
H -1.224 -0.251 1.118
H -1.233 0.951 -0.224
H 1.446 -0.131 0.675
H 0.415 0.828 -2.002
H 2.002 0.038 -1.660
H 1.615 1.526 -0.922
H 0.297 -2.077 0.482
H 1.171 -1.960 -0.841
C 3.747 1.358 4.358
O 3.362 2.692 4.321
C 2.500 3.004 3.261
C 3.148 2.895 1.903
C 4.445 3.714 1.779
N 2.207 3.381 0.853
H 4.223 1.159 5.320
H 4.482 1.068 3.589
H 2.913 0.646 4.253
H 1.539 2.475 3.314
H 2.251 4.058 3.434
H 3.453 1.873 1.618
H 4.977 3.386 0.879
H 5.155 3.431 2.563
H 4.260 4.784 1.796
H 1.340 2.848 0.913
H 2.643 3.225 -0.046
C -2.383 6.002 0.091
O -2.918 5.193 -0.925
C -2.301 3.931 -0.996
C -0.796 3.965 -1.131
O -0.400 5.037 -1.970
C 0.966 5.052 -2.138
C 1.397 6.306 -2.830
O 1.207 7.434 -1.982
C 2.251 8.393 -1.966
H -2.400 5.475 1.061
H -2.974 6.910 0.171
H -1.339 6.273 -0.096
H -2.810 3.405 -1.803
H -2.584 3.356 -0.098
H -0.469 3.055 -1.667
H -0.288 3.969 -0.159
H 1.276 4.194 -2.775
H 1.559 4.882 -1.225
H 0.794 6.429 -3.741
H 2.438 6.198 -3.152
H 2.408 8.681 -0.925
H 1.966 9.282 -2.541
H 3.199 8.042 -2.384
C 4.072 -0.106 -3.409
O 4.647 -0.035 -2.137
C 5.977 -0.458 -2.034
C 6.324 -0.469 -0.560
O 5.491 -1.372 0.157
C 4.327 -0.780 0.710
C 3.426 -1.835 1.296
O 2.857 -2.761 0.415
C 3.750 -3.760 -0.060
H 3.136 0.434 -3.348
H 3.997 -1.158 -3.713
H 4.682 0.384 -4.186
H 6.650 0.263 -2.536
H 6.069 -1.434 -2.529
H 6.172 0.560 -0.208
H 7.347 -0.804 -0.409
H 3.791 -0.164 -0.020
H 4.631 -0.090 1.516
H 2.640 -1.298 1.846
H 3.969 -2.299 2.142
H 4.295 -4.216 0.769
H 4.413 -3.371 -0.830
H 3.123 -4.525 -0.523
C -8.558 -1.975 3.251
O -7.367 -1.935 3.980
C -6.735 -3.180 3.921
C -5.472 -3.159 4.745
O -4.620 -2.154 4.333
C -3.911 -2.391 3.146
C -2.803 -3.437 3.325
O -2.013 -3.624 2.171
C -2.727 -4.022 1.016
H -9.278 -2.627 3.759
H -8.431 -2.306 2.212
H -9.005 -0.986 3.153
H -6.495 -3.496 2.892
H -7.409 -3.964 4.306
H -5.038 -4.166 4.687
H -5.690 -2.998 5.799
H -3.495 -1.440 2.841
H -4.593 -2.778 2.377
H -3.206 -4.394 3.672
H -2.122 -3.049 4.087
H -2.004 -4.164 0.219
H -3.484 -3.307 0.685
H -3.208 -4.998 1.192
C -4.756 3.188 3.362
O -4.970 2.110 2.505
C -6.033 1.302 2.891
C -6.302 0.203 1.850
O -5.948 0.573 0.538
C -4.607 0.340 0.152
C -4.498 0.573 -1.339
O -3.166 0.643 -1.790
C -2.600 -0.622 -2.047
H -4.117 2.917 4.215
H -5.680 3.598 3.790
H -4.273 3.972 2.782
H -6.949 1.921 2.891
H -5.980 0.890 3.906
H -7.385 0.086 1.787
H -5.923 -0.759 2.204
H -4.253 -0.663 0.445
H -3.922 1.026 0.674
H -4.949 1.513 -1.650
H -5.000 -0.270 -1.837
H -3.111 -1.076 -2.906
H -2.647 -1.233 -1.150
H -1.595 -0.394 -2.390
C 6.215 -2.440 -5.535
O 5.088 -3.248 -5.381
C 5.355 -4.353 -4.549
C 4.171 -5.263 -4.495
O 3.177 -4.788 -3.602
C 1.996 -5.525 -3.774
C 0.907 -4.946 -2.892
O -0.242 -5.717 -3.131
C -1.247 -5.550 -2.134
H 6.489 -1.907 -4.618
H 5.996 -1.761 -6.357
H 7.117 -2.994 -5.838
H 5.566 -4.022 -3.521
H 6.192 -4.932 -4.956
H 4.479 -6.278 -4.194
H 3.712 -5.396 -5.486
H 2.168 -6.579 -3.526
H 1.643 -5.422 -4.810
H 0.733 -3.900 -3.173
H 1.224 -5.016 -1.839
H -0.833 -5.918 -1.186
H -2.131 -6.105 -2.430
H -1.504 -4.488 -2.025
```

Here are the Löwdin charges for atoms 1 to 6, given in e:
1 C -0.11
2 O -0.21
3 C -0.17
4 C -0.41
5 C -0.04
6 N 0.07

***

Record 2
The following is a DFT calculation (ωB97M-V/def2-TZVPD) of a cluster of 12 separate species, C38H94Cl4F6N6O15P in total in a non-equilibrium geometry.

LUMO level: 1.842 eV
Kohn-Sham gap: 8.75 eV
electronic energy: -156268.49060 eV
net charge: -1

XYZ file:
```
164
C38H94Cl4F6N6O15P | the Open Molecules 2025 dataset | ωB97M-V/def2-TZVPD
P -8.473 18.225 -0.947
F -8.749 16.677 -1.483
F -7.544 17.549 0.214
F -7.130 18.381 -1.851
F -8.228 19.724 -0.337
F -9.335 18.867 -2.142
F -9.761 18.116 -0.003
C 1.188 17.313 2.515
C 1.269 16.506 1.211
C 0.405 17.148 0.099
O -0.985 17.334 0.387
C -1.714 16.134 0.604
N 2.623 16.371 0.761
H 0.157 17.352 2.867
H 1.488 18.361 2.509
H 1.751 16.753 3.262
H 0.911 15.496 1.412
H 0.551 16.697 -0.882
H 0.799 18.145 -0.100
H -2.776 16.378 0.611
H -1.482 15.527 1.479
H -1.610 15.433 -0.224
H 2.964 17.317 0.855
H 3.102 15.812 1.453
C -15.075 17.344 -0.674
C -14.864 15.861 -0.445
C -15.953 14.840 -0.801
O -17.224 15.261 -0.409
C -18.171 14.204 -0.545
N -13.626 15.376 -0.995
H -16.029 17.622 -0.226
H -15.112 17.568 -1.740
H -14.331 18.008 -0.235
H -14.733 15.820 0.636
H -15.605 13.904 -0.364
H -16.038 14.693 -1.878
H -17.876 13.450 0.186
H -18.198 13.836 -1.570
H -19.142 14.618 -0.273
H -12.890 16.041 -0.802
H -13.374 14.486 -0.590
C -3.535 20.449 2.371
C -2.981 21.355 1.221
C -1.515 21.640 1.486
O -1.077 22.520 0.430
C 0.268 23.045 0.575
N -3.207 20.672 -0.025
H -3.406 20.879 3.364
H -3.154 19.429 2.401
H -4.617 20.396 2.244
H -3.564 22.276 1.216
H -0.910 20.735 1.439
H -1.350 22.146 2.438
H 1.032 22.419 1.036
H 0.106 23.944 1.170
H 0.649 23.282 -0.419
H -4.112 20.224 -0.047
H -2.647 19.846 0.137
C -8.631 24.513 -2.910
C -7.171 24.195 -3.216
C -6.513 25.448 -3.857
O -5.260 25.069 -4.330
C -4.571 25.999 -5.171
N -6.500 23.726 -2.022
H -8.991 23.575 -2.487
H -9.248 24.755 -3.774
H -8.809 25.264 -2.140
H -7.266 23.438 -3.994
H -6.380 26.283 -3.169
H -7.147 25.846 -4.649
H -5.189 26.266 -6.028
H -3.584 25.698 -5.521
H -4.357 26.908 -4.610
H -6.982 22.918 -1.654
H -6.649 24.417 -1.300
C 1.887 16.581 -7.122
C 0.504 17.210 -7.146
C -0.461 16.720 -6.087
O -1.517 17.663 -6.039
C -2.558 17.522 -5.050
N 0.806 18.589 -6.828
H 1.963 15.523 -7.374
H 2.216 16.650 -6.085
H 2.615 16.972 -7.832
H 0.119 17.285 -8.163
H 0.026 16.774 -5.114
H -0.902 15.754 -6.332
H -3.003 16.533 -5.162
H -3.306 18.314 -5.070
H -2.204 17.559 -4.020
H 1.470 18.554 -6.067
H 1.371 18.870 -7.617
C -11.280 10.557 0.335
C -10.893 11.663 1.344
C -9.659 12.584 1.060
O -8.426 11.937 1.253
C -7.374 12.729 0.743
N -12.188 12.366 1.660
H -11.638 11.018 -0.586
H -11.920 9.776 0.747
H -10.403 10.089 -0.113
H -10.604 11.199 2.287
H -9.592 13.442 1.729
H -9.787 12.976 0.052
H -7.168 13.506 1.480
H -7.641 13.129 -0.234
H -6.471 12.120 0.695
H -12.902 11.783 2.072
H -12.065 13.014 2.424
C -1.003 14.169 6.654
C -1.843 15.350 7.161
O -2.728 15.615 6.130
C -3.895 16.162 6.268
O -4.278 16.881 7.188
O -4.571 15.818 5.203
C -5.845 16.339 4.983
H -0.530 14.430 5.707
H -1.451 13.178 6.577
H -0.259 13.970 7.425
H -1.240 16.250 7.281
H -2.201 15.173 8.175
H -6.629 16.174 5.722
H -6.277 16.022 4.034
H -5.801 17.427 4.938
C -12.741 13.277 8.602
C -14.007 14.133 8.375
O -13.657 15.391 7.755
C -13.457 15.446 6.395
O -13.533 14.503 5.569
O -13.035 16.699 6.109
C -12.555 17.072 4.828
H -12.184 13.744 9.413
H -12.155 13.200 7.686
H -12.978 12.259 8.912
H -14.638 14.363 9.234
H -14.716 13.614 7.729
H -13.319 17.747 4.440
H -12.551 16.262 4.098
H -11.646 17.671 4.768
C -17.363 25.373 0.793
C -15.946 25.382 0.247
O -15.787 24.172 -0.464
C -14.749 23.948 -1.221
O -13.862 24.800 -1.447
O -14.781 22.663 -1.720
C -13.738 22.194 -2.508
H -17.530 26.306 1.332
H -17.484 24.553 1.501
H -18.092 25.267 -0.011
H -15.241 25.553 1.060
H -15.895 26.125 -0.549
H -13.083 21.395 -2.160
H -13.127 22.952 -2.998
H -14.111 21.658 -3.381
C -11.789 14.319 -4.801
Cl -11.416 12.574 -4.634
Cl -11.638 14.780 -6.597
H -12.779 14.486 -4.376
H -11.036 14.857 -4.224
C -8.017 17.592 -6.052
Cl -7.368 15.970 -6.476
Cl -7.754 18.768 -7.346
H -9.073 17.535 -5.789
H -7.449 17.911 -5.178
```

Here are the Löwdin charges for atoms 1 to 6, given in e:
1 P 0.15
2 F -0.21
3 F -0.20
4 F -0.19
5 F -0.20
6 F -0.17